[1]
The following is a DFT calculation (ωB97M-V/def2-TZVPD) of a cluster of 5 separate species, C15H23Cl8N4OS in total at a distorted geometry.

HOMO level: -11.35 eV
E_LUMO: -2.7 eV
Charge: +1
Electronic energy: -4959.038504 Eh

Geometry as XYZ:
```
52
Properties=species:S:1:pos:R:3:forces:R:3:nbo_charge:R:1
C -2.951 1.907 -1.206 -0.06 -0.01 -0.24 -0.266
O -1.899 1.302 -1.981 -0.22 -0.42 0.35 -0.533
C -2.467 0.573 -3.016 -0.29 0.48 0.14 0.098
N -1.526 -0.415 -3.533 -0.86 1.40 -0.59 -0.163
C -1.269 -0.537 -4.827 1.00 -0.77 0.18 0.277
N -0.385 -1.500 -5.044 -0.54 0.22 0.12 -0.460
C -0.127 -1.993 -3.821 0.67 -0.31 0.11 0.572
N 0.721 -3.027 -3.685 -0.20 -0.20 0.27 -0.722
S 1.189 -3.896 -2.301 0.27 0.20 0.52 0.259
N -0.799 -1.342 -2.848 -0.87 0.11 -0.44 -0.158
C -0.885 -1.402 -1.387 1.26 -0.46 1.13 -0.243
C 0.385 -0.865 -0.745 0.27 0.16 0.18 -0.074
C 1.031 0.268 -1.214 0.08 0.36 -0.38 -0.177
C 2.201 0.727 -0.621 0.37 0.37 0.61 -0.209
C 2.775 0.073 0.463 -1.51 -0.17 -0.01 -0.210
C 2.120 -1.079 0.930 0.44 0.45 -0.55 -0.182
C 0.953 -1.528 0.341 0.01 -0.34 0.13 -0.224
H -3.528 2.545 -1.885 -0.13 0.06 0.34 0.183
H -3.585 1.131 -0.761 -0.04 0.05 -0.17 0.175
H -2.531 2.479 -0.386 0.27 0.09 -0.29 0.236
H -2.683 1.255 -3.850 0.09 -0.34 -0.19 0.203
H -3.429 0.106 -2.759 0.28 -0.18 0.35 0.192
H -1.733 0.081 -5.581 0.05 0.03 0.05 0.244
H 1.138 -3.337 -4.551 -0.24 -0.03 -0.08 0.442
H 0.013 -4.373 -1.831 -0.02 -0.07 -0.61 0.107
H -0.976 -2.437 -1.058 -0.18 -0.01 -0.36 0.232
H -1.754 -0.877 -0.994 -0.09 0.12 -0.61 0.255
H 0.660 0.831 -2.067 -0.13 -0.13 0.11 0.206
H 2.698 1.625 -0.975 -0.20 -0.08 -0.22 0.227
H 3.671 0.435 0.947 0.01 -0.02 -0.12 0.242
H 2.567 -1.593 1.764 -0.06 -0.39 -0.23 0.233
H 0.513 -2.438 0.742 -0.11 0.10 -0.15 0.210
C -3.340 2.424 2.637 -0.18 0.02 0.07 -0.401
Cl -3.188 4.000 1.862 -0.05 0.03 -0.12 -0.015
Cl -2.081 1.298 2.095 0.08 -0.10 0.12 -0.049
H -3.247 2.554 3.708 0.11 0.03 0.00 0.241
H -4.311 2.007 2.394 0.05 -0.01 -0.09 0.221
C 1.257 -0.490 4.768 -0.06 0.12 0.09 -0.396
Cl 1.622 0.167 3.159 -0.48 0.50 1.37 -0.013
Cl 1.970 0.483 6.059 -0.04 -0.02 0.03 -0.016
H 0.181 -0.508 4.899 0.00 0.10 -0.03 0.224
H 1.659 -1.495 4.828 0.09 0.06 -0.02 0.221
C 5.381 -2.456 -1.795 -0.08 -0.10 -0.13 -0.399
Cl 6.874 -1.599 -1.409 -0.01 -0.03 -0.02 -0.011
Cl 3.971 -1.664 -1.046 1.15 -0.93 -0.85 -0.030
H 5.252 -2.465 -2.872 0.01 0.09 0.02 0.217
H 5.454 -3.471 -1.420 0.00 0.05 0.08 0.222
C -1.380 3.705 6.036 0.19 0.16 0.06 -0.394
Cl -2.538 2.375 6.195 0.03 -0.05 0.05 -0.034
Cl -2.000 5.021 5.028 0.04 -0.12 0.09 -0.017
H -1.173 4.096 7.025 -0.10 0.00 0.01 0.231
H -0.470 3.322 5.588 -0.06 -0.05 -0.07 0.226
```
Forces are in eV/Å.

=====

[2]
The following is a DFT calculation (ωB97M-V/def2-TZVPD) of a cluster of 2 separate species, C15H23ClN2O6 in total at a distorted geometry.

HOMO level: -9.66 eV
Structure (SMILES): O=C1C=C[C@H]([C@H](Cl)C(=O)O)O1.CNC(=O)[C@H](CC(C)C)NC(C)=O
E_LUMO: 0.1 eV
Charge: 0
Electronic energy: -1606.559467 Eh

Geometry as XYZ:
```
47
Properties=species:S:1:pos:R:3:forces:R:3:nbo_charge:R:1
O -9.073 -0.159 0.937 1.92 -0.02 0.48 -0.551
O 3.586 2.650 2.563 -0.10 0.09 0.32 -0.629
O -5.850 -3.313 1.957 0.27 0.39 -1.41 -0.556
O 5.053 0.142 -1.716 -0.28 -0.32 0.40 -0.626
Cl -3.292 -1.537 -0.112 -0.34 0.16 0.27 -0.027
O -5.656 -3.450 -0.291 0.27 0.77 0.67 -0.667
O -6.808 -0.189 1.341 0.65 -0.17 -0.12 -0.468
C -7.915 -0.254 0.561 -3.30 0.22 0.57 0.725
C 3.746 2.160 1.458 0.55 1.70 0.55 0.674
C -5.477 -2.834 0.901 -0.31 -0.79 1.58 0.761
C 4.786 -0.060 -0.537 0.02 1.15 -1.29 0.662
C -7.570 -0.447 -0.818 3.02 -0.27 -1.28 -0.305
C -6.212 -0.497 -0.893 -1.94 0.03 -0.34 -0.142
N 5.727 -0.366 0.367 0.26 -0.54 0.75 -0.610
N 3.269 0.935 1.217 -0.08 -1.86 -0.84 -0.629
C 4.480 2.954 0.395 -0.24 -0.28 0.06 -0.716
C 7.152 -0.517 0.070 -0.30 0.13 -0.15 -0.417
C -0.043 1.139 -1.709 0.39 0.24 0.25 -0.597
C 0.293 -0.584 0.032 0.32 0.49 0.14 -0.610
C -4.754 -1.485 0.937 -0.13 -0.13 -0.36 -0.291
C -5.648 -0.320 0.492 -0.18 0.09 -0.65 0.035
C 0.863 0.710 -0.555 0.05 -0.50 -0.22 -0.216
C 2.310 0.547 -1.063 0.24 0.01 0.17 -0.396
C 3.349 0.109 -0.002 -0.68 0.25 0.16 -0.130
H -6.114 -4.278 -0.077 -0.03 -0.01 -0.06 0.507
H -8.287 -0.541 -1.624 0.08 0.05 0.29 0.248
H -5.627 -0.650 -1.797 0.03 0.07 0.38 0.243
H 5.433 -0.460 1.327 0.07 0.04 -0.06 0.399
H 2.770 0.544 2.001 0.02 0.06 0.05 0.410
H 5.434 2.484 0.171 0.06 -0.07 -0.23 0.233
H 3.878 3.026 -0.506 0.12 -0.08 -0.25 0.227
H 4.663 3.958 0.775 -0.08 -0.19 0.11 0.247
H 7.298 -0.762 -0.985 -0.21 0.08 0.20 0.235
H 7.673 0.417 0.285 0.11 -0.05 -0.04 0.198
H 7.578 -1.316 0.679 -0.11 0.09 -0.01 0.205
H -0.048 0.375 -2.487 -0.06 0.01 -0.09 0.202
H -1.059 1.290 -1.345 -0.07 0.00 -0.09 0.207
H 0.321 2.076 -2.130 -0.11 0.03 -0.18 0.209
H 0.871 -0.897 0.898 -0.03 -0.25 0.11 0.194
H -0.731 -0.410 0.358 -0.03 -0.13 0.02 0.216
H 0.301 -1.375 -0.719 -0.01 -0.12 0.01 0.203
H -4.440 -1.304 1.969 0.00 -0.27 -0.26 0.266
H -5.062 0.606 0.532 -0.05 -0.12 0.22 0.225
H 0.831 1.485 0.210 0.07 0.08 0.11 0.201
H 2.626 1.491 -1.506 0.11 0.03 -0.12 0.215
H 2.313 -0.194 -1.864 0.09 0.00 -0.10 0.219
H 3.061 -0.898 0.299 -0.06 -0.08 0.26 0.221
```
Forces are in eV/Å.

=====

[3]
The following is a DFT calculation (ωB97M-V/def2-TZVPD) of an isolated molecule of C15H23ClN4O2S at a distorted geometry.

HOMO level: -8.23 eV
ΔE to the lowest compared entry with this formula, charge and spin: 52.0 kcal/mol
Structure (SMILES): CSc1c(Cl)nc(N2CCOCC2)nc1OC1CCN(C)CC1
E_LUMO: 0.7 eV
Charge: 0
Electronic energy: -1813.158629 Eh

Geometry as XYZ:
```
46
Properties=species:S:1:pos:R:3:forces:R:3:nbo_charge:R:1
Cl -3.445 1.697 3.326 -0.14 -0.92 0.52 0.006
N -2.183 -0.460 2.383 -1.51 -0.11 3.15 -0.544
N -0.950 -0.571 0.445 -1.01 2.86 -1.75 -0.560
O 0.315 -4.451 3.301 0.79 -0.99 -0.77 -0.528
O -1.192 1.282 -1.000 -0.63 0.03 0.72 -0.495
S -3.023 2.974 0.359 1.26 0.21 2.44 0.239
C -1.415 -1.094 1.551 0.86 -2.16 -0.16 0.589
C -2.601 0.725 2.147 -0.70 1.41 -0.25 0.300
C -1.545 0.653 0.158 3.46 -1.37 -1.93 0.557
C -2.370 1.382 0.958 -1.07 1.11 -0.63 -0.373
N -1.069 -2.395 1.849 0.54 -1.04 1.05 -0.417
N 2.242 1.630 -3.463 -1.45 -0.46 3.30 -0.436
C -2.103 4.050 1.662 1.39 -0.09 -0.51 -0.730
C 3.533 1.553 -4.048 -0.66 -1.62 -1.95 -0.399
C 0.992 -3.698 2.281 0.85 1.08 1.07 -0.077
C -0.714 -3.836 3.976 -2.03 1.42 -0.77 -0.071
C 0.111 -3.066 1.177 -1.65 -0.06 0.51 -0.252
C -1.734 -3.245 2.952 1.08 1.12 -0.14 -0.238
C 1.146 0.792 -3.918 0.02 -1.63 1.44 -0.201
C 2.318 1.359 -1.962 2.55 1.59 -2.25 -0.249
C -0.140 1.223 -3.128 3.11 3.14 -1.10 -0.401
C 1.212 1.958 -1.242 -3.24 -1.25 2.56 -0.424
C 0.051 1.068 -1.640 -0.54 -0.81 -1.02 0.089
H -0.991 3.758 1.611 -1.79 -0.24 0.60 0.222
H -2.535 4.135 2.693 0.41 -0.75 -1.12 0.229
H -1.972 5.081 1.343 -0.75 0.15 -0.64 0.223
H 3.781 0.472 -4.282 0.21 0.92 -0.03 0.160
H 4.253 1.939 -3.378 0.83 0.45 0.64 0.201
H 3.526 2.167 -4.963 0.30 -0.45 0.09 0.201
H 1.777 -4.388 1.888 -0.76 0.60 0.14 0.206
H 1.502 -2.868 2.860 -0.25 -0.56 -0.90 0.168
H -1.316 -4.544 4.535 0.23 -0.78 -0.09 0.189
H -0.478 -3.114 4.766 0.87 0.42 -0.43 0.165
H -0.340 -3.837 0.531 0.42 0.00 0.11 0.195
H 0.629 -2.337 0.511 -0.23 -0.56 0.85 0.249
H -2.463 -2.645 3.520 0.22 -0.13 -0.65 0.239
H -2.206 -4.122 2.496 -0.10 0.36 -0.30 0.194
H 1.343 -0.377 -3.787 -0.14 2.00 -0.20 0.143
H 0.946 0.982 -4.934 -0.11 0.03 -1.45 0.200
H 2.621 0.342 -1.755 -0.65 -0.73 0.19 0.186
H 3.138 1.921 -1.618 1.62 0.69 0.14 0.200
H -0.198 2.317 -3.513 -0.53 -1.52 1.16 0.203
H -0.946 0.692 -3.441 -2.47 -1.56 -1.05 0.213
H 0.943 2.968 -1.522 0.44 0.29 -0.22 0.227
H 1.280 1.927 -0.115 0.47 -0.03 -1.04 0.214
H 0.270 0.003 -1.571 0.45 -0.07 0.69 0.191
```
Forces are in eV/Å.

=====

[4]
The following is a DFT calculation (ωB97M-V/def2-TZVPD) of an isolated molecule of C15H23ClN4O4S.

HOMO level: -8.66 eV
ΔE to the lowest compared entry with this formula, charge and spin: 10.1 kcal/mol
Structure (SMILES): CO[C@@]1(C(=O)NC[C@H](CO)NC(=O)Cc2cc(Cl)n(C)n2)CCSC1
E_LUMO: 0.5 eV
Charge: 0
Electronic energy: -1963.775474 Eh

Geometry as XYZ:
```
48
Properties=species:S:1:pos:R:3:forces:R:3:nbo_charge:R:1
C -0.126 -0.591 2.175 0.01 0.08 0.01 -0.274
O -0.085 0.689 1.559 0.02 -0.04 -0.01 -0.570
C 1.199 1.314 1.554 -0.01 0.00 0.03 0.165
C 2.118 0.621 0.529 0.02 -0.09 0.07 0.663
O 3.328 0.595 0.657 -0.03 0.01 -0.03 -0.628
N 1.435 0.084 -0.504 0.01 0.08 -0.02 -0.626
C 2.024 -0.679 -1.581 -0.03 0.03 -0.16 -0.233
C 1.388 -2.071 -1.649 0.03 0.08 0.20 -0.063
C 1.879 -2.868 -2.847 -0.02 0.00 0.01 -0.068
O 3.241 -3.172 -2.559 0.00 0.01 0.01 -0.729
N -0.065 -1.959 -1.545 -0.06 -0.41 -0.02 -0.633
C -0.976 -1.999 -2.551 0.01 0.20 -0.01 0.694
O -0.694 -2.119 -3.727 0.01 0.01 -0.02 -0.622
C -2.415 -1.828 -2.068 0.05 0.08 0.04 -0.531
C -2.581 -0.603 -1.220 -0.02 -0.02 -0.05 0.143
C -2.450 0.745 -1.610 0.02 -0.01 0.01 -0.363
C -2.683 1.438 -0.448 -0.05 0.03 -0.01 0.130
Cl -2.716 3.122 -0.153 0.01 -0.02 0.00 0.046
N -2.935 0.556 0.533 0.03 -0.05 0.00 -0.175
C -3.223 0.832 1.926 0.02 0.00 -0.02 -0.421
N -2.860 -0.708 0.073 -0.04 0.04 0.02 -0.289
C 0.951 2.771 1.143 -0.04 -0.07 0.02 -0.417
C 0.712 3.629 2.401 0.01 0.05 0.00 -0.529
S 0.811 2.540 3.856 0.02 -0.01 0.00 0.189
C 1.838 1.372 2.937 0.01 0.02 -0.07 -0.559
H -1.026 -1.089 1.816 0.00 0.02 0.01 0.207
H 0.747 -1.195 1.909 0.01 -0.01 -0.01 0.177
H -0.179 -0.498 3.263 0.00 -0.02 0.00 0.185
H 0.434 0.213 -0.494 0.00 -0.01 -0.02 0.417
H 1.863 -0.166 -2.535 0.01 0.00 0.01 0.196
H 3.094 -0.757 -1.404 0.00 0.01 0.00 0.251
H 1.713 -2.624 -0.762 0.00 0.00 -0.01 0.210
H 1.285 -3.779 -2.956 -0.01 0.01 0.00 0.177
H 1.785 -2.290 -3.767 0.00 0.00 0.00 0.188
H 3.652 -3.530 -3.351 -0.01 0.01 0.01 0.475
H -0.444 -1.919 -0.612 0.02 0.03 0.01 0.406
H -3.042 -1.781 -2.956 0.00 -0.01 0.00 0.250
H -2.709 -2.697 -1.477 -0.01 -0.02 -0.02 0.246
H -2.238 1.151 -2.584 0.01 0.00 0.00 0.246
H -4.101 1.469 2.009 0.00 0.00 0.00 0.215
H -3.422 -0.123 2.402 0.01 0.01 0.00 0.233
H -2.367 1.316 2.396 0.00 -0.01 0.02 0.233
H 1.810 3.147 0.587 0.02 -0.02 0.02 0.227
H 0.087 2.784 0.479 0.01 0.05 -0.03 0.233
H 1.475 4.401 2.488 -0.02 0.02 -0.02 0.216
H -0.261 4.116 2.393 -0.02 -0.03 0.01 0.227
H 1.870 0.411 3.445 -0.01 0.00 0.00 0.238
H 2.860 1.731 2.831 0.00 0.00 0.02 0.248
```
Forces are in eV/Å.

=====

[5]
The following is a DFT calculation (ωB97M-V/def2-TZVPD) of a cluster of 4 separate species, C15H23FO13 in total at a distorted geometry.

HOMO level: -10.29 eV
Structure (SMILES): C[C@@H]1COC(=O)O1.C[C@@H]1COC(=O)O1.C[C@@H]1COC(=O)O1.O=CO[C@@H](F)COO
E_LUMO: -0.2 eV
Charge: 0
Electronic energy: -1663.183903 Eh

Geometry as XYZ:
```
52
Properties=species:S:1:pos:R:3:forces:R:3:nbo_charge:R:1
O 4.529 1.046 -1.016 -4.03 8.30 -1.31 -0.549
C 3.911 2.245 -1.197 2.27 -6.89 0.17 0.575
O 2.956 2.320 -2.322 0.48 1.27 3.33 -0.527
C 1.832 3.222 -2.023 -1.30 1.21 -0.32 0.431
F 0.938 3.252 -3.240 2.81 -0.24 3.12 -0.362
C 0.888 2.764 -0.763 -0.25 0.04 0.15 -0.186
O -0.266 1.951 -1.265 0.46 5.63 0.86 -0.247
O 0.059 0.674 -1.230 2.42 -4.15 -0.69 -0.435
H 4.121 3.130 -0.432 -0.90 -1.55 -2.07 0.202
H 2.174 4.345 -1.814 -0.49 -2.52 -0.80 0.191
H 1.416 2.100 0.043 -0.62 1.27 -1.66 0.220
H 0.536 3.761 -0.226 0.30 -2.24 -1.37 0.228
H 0.813 0.571 -1.883 -1.13 -0.07 0.66 0.454
C -1.282 -2.570 1.259 -0.07 -0.35 0.33 -0.627
C -1.169 -2.945 -0.203 0.35 0.78 1.16 0.062
C -1.990 -2.081 -1.112 0.15 1.10 -0.04 -0.110
O -2.248 -2.943 -2.205 -0.11 -1.32 -0.01 -0.487
C -2.215 -4.217 -1.708 -0.62 -1.64 -1.05 0.967
O -2.583 -5.205 -2.318 0.66 1.99 1.24 -0.593
O -1.714 -4.234 -0.436 -0.52 -0.39 -1.18 -0.488
H -0.871 -1.573 1.446 -0.02 -0.13 -0.13 0.226
H -2.326 -2.588 1.592 0.11 0.08 -0.20 0.225
H -0.745 -3.295 1.881 0.04 0.17 -0.13 0.222
H -0.115 -2.964 -0.509 -0.11 0.04 -0.07 0.180
H -1.450 -1.189 -1.442 -0.17 -0.21 -0.06 0.227
H -2.949 -1.777 -0.678 0.13 -0.06 0.17 0.192
C -6.110 -5.408 -0.612 0.39 -0.08 0.27 -0.632
C -6.728 -4.038 -0.426 -0.06 -1.49 -0.21 0.060
C -6.952 -3.300 -1.711 -0.52 -0.30 -0.70 -0.098
O -6.892 -1.945 -1.301 0.58 0.42 0.89 -0.483
C -6.092 -1.914 -0.192 0.77 1.93 0.93 0.964
O -5.657 -0.895 0.316 -0.86 -2.17 -1.09 -0.583
O -5.843 -3.176 0.269 0.01 1.26 -0.18 -0.490
H -6.784 -6.078 -1.155 0.02 0.14 0.09 0.221
H -5.163 -5.343 -1.159 -0.19 0.06 -0.03 0.236
H -5.877 -5.856 0.360 -0.17 0.03 -0.15 0.228
H -7.653 -4.117 0.160 0.03 0.10 -0.11 0.180
H -7.924 -3.525 -2.159 0.13 0.21 0.08 0.204
H -6.167 -3.470 -2.456 0.00 -0.15 0.15 0.192
C 7.873 4.440 2.927 0.26 0.32 -0.24 -0.627
C 6.366 4.567 2.853 1.25 -0.22 0.75 0.058
C 5.665 3.269 2.583 0.19 -0.84 0.62 -0.099
O 4.475 3.691 1.941 -0.26 0.92 -0.76 -0.493
C 4.768 4.878 1.329 -0.90 1.25 -1.13 0.966
O 4.044 5.435 0.522 1.34 -1.33 1.46 -0.592
O 5.981 5.356 1.740 -1.36 -0.21 -0.69 -0.476
H 8.179 3.824 3.778 -0.12 0.10 -0.08 0.226
H 8.277 3.996 2.010 -0.18 -0.03 0.14 0.222
H 8.334 5.428 3.023 -0.11 -0.17 0.12 0.233
H 5.983 5.051 3.760 -0.05 -0.10 -0.09 0.187
H 5.435 2.720 3.501 -0.14 0.10 -0.23 0.211
H 6.212 2.610 1.900 0.09 0.14 0.08 0.195
```
Forces are in eV/Å.

=====

[6]
The following is a DFT calculation (ωB97M-V/def2-TZVPD) of a structure of composition C15H23N3O3 at a distorted geometry.

HOMO level: -8.60 eV
ΔE to the lowest compared entry with this formula, charge and spin: 389.7 kcal/mol
E_LUMO: 0.6 eV
Charge: 0
Electronic energy: -974.818487 Eh

Geometry as XYZ:
```
44
Properties=species:S:1:pos:R:3:forces:R:3:nbo_charge:R:1
C 0.651 -0.292 -5.779 6.69 -13.88 -1.93 -0.519
C 0.110 -1.056 -4.542 0.56 -3.05 -3.23 -0.443
C 0.689 -2.500 -4.530 4.48 1.03 -7.44 -0.388
C 0.275 -3.338 -3.519 -5.29 -1.30 2.50 -0.266
N 0.602 -2.640 -2.330 13.30 -5.84 -4.83 -0.579
C -0.187 -2.197 -1.556 3.26 4.76 8.30 0.731
O -1.258 -2.222 -1.775 -17.48 -0.42 -3.09 -0.638
N 0.150 -1.607 -0.376 8.18 1.42 2.11 -0.447
N -0.619 -0.644 0.184 -1.60 -2.04 2.93 -0.464
C -0.655 0.597 -0.369 -7.75 -3.88 6.67 0.651
O -0.051 0.691 -1.296 6.63 3.93 -9.65 -0.563
C -1.896 1.359 0.108 6.23 6.16 2.07 -0.115
O -2.088 1.325 1.466 -2.10 -2.50 3.73 -0.540
C -1.191 1.322 2.568 -0.54 2.80 -2.47 0.351
C 0.004 1.970 2.227 3.46 -1.76 4.68 -0.335
C 1.085 2.079 3.303 -6.94 0.95 1.03 0.040
C 0.665 1.994 4.631 -9.46 -4.71 -15.21 -0.237
C -0.638 1.361 4.854 -3.97 0.69 -0.61 0.067
C -1.703 1.128 3.926 11.04 3.81 -4.00 -0.270
H -2.505 0.641 3.988 -6.59 -3.56 1.36 0.201
C -1.240 1.115 6.220 7.99 -2.46 1.23 -0.582
H -0.466 0.105 6.686 -1.90 2.88 -0.95 0.163
H -1.079 1.858 6.953 -0.02 0.98 0.69 0.218
H -2.087 0.615 6.324 -4.15 -1.48 -0.26 0.212
H 0.906 2.052 5.447 7.18 2.12 14.89 0.169
C 2.299 2.729 3.172 5.60 2.36 -5.23 -0.633
H 2.415 3.936 3.195 -0.63 -2.98 0.36 0.248
H 2.933 2.187 3.855 0.99 0.68 0.28 0.232
H 2.764 2.454 2.019 -0.96 0.83 3.02 0.188
H 0.523 2.111 1.313 -0.71 0.09 -1.34 0.225
H -2.781 1.186 -0.346 -2.54 -0.95 -1.77 0.222
H -1.571 2.547 0.006 -0.91 -2.52 -0.94 0.163
H -1.272 -1.008 0.910 0.93 0.85 -0.85 0.400
H 1.286 -1.251 -0.452 -4.04 -1.16 0.74 0.325
H 1.655 -2.681 -2.125 -2.23 0.33 -0.21 0.384
H -0.890 -3.631 -3.460 2.16 1.57 -0.35 0.233
H 0.564 -4.312 -3.665 1.97 -2.35 0.49 0.212
H 0.753 -3.152 -5.562 -1.49 1.85 1.63 0.203
H 1.849 -2.449 -4.630 -1.25 0.27 1.26 0.190
H -0.952 -1.440 -4.759 0.80 2.15 1.19 0.233
H 0.522 -0.600 -3.649 -1.25 0.37 0.38 0.240
H 0.280 0.478 -5.851 -6.98 14.29 -0.97 0.149
H 0.383 -0.765 -6.889 0.55 0.52 2.98 0.176
H 1.767 -0.058 -5.896 -1.23 -0.87 0.84 0.194
```
Forces are in eV/Å.

=====

Result set for HOMO-LUMO gap: 0.31830; 0.35913; 0.32773; 0.33778; 0.37071; 0.33911 Eh, one per record in the order listed.